This record from the Open Molecules 2025 dataset describes a single C26H30N6O3S3 molecule at a distorted geometry. The level of theory is the ωB97M-V functional and the def2-TZVPD basis.

Summary:
Structure (SMILES) ... CCCCNC(=O)CSc1nc2ccc(NC(=O)CSc3nnc(COc4ccccc4C)n3C)cc2s1
E ... -2757.6564 Ha
Lowest unoccupied orbital energy ... 0.012 Eh
Orbital gap ... 8.31 eV
Highest occupied orbital energy ... -0.29378 Ha

The geometry in ORCA input format:
```
! wB97M-V def2-TZVPD RIJCOSX def2/J DEFGRID3
* xyz 0 1
C 3.66 2.12 -2.43
C 4.90 1.51 -1.78
C 5.34 2.31 -0.55
C 6.48 1.62 0.21
N 6.04 0.37 0.77
C 6.59 -0.82 0.45
O 7.60 -0.95 -0.20
C 5.82 -2.01 1.01
S 4.54 -2.56 -0.16
C 3.32 -1.35 0.06
N 3.35 -0.42 0.94
C 2.26 0.41 0.84
C 2.01 1.53 1.62
C 0.88 2.28 1.39
C -0.02 1.92 0.38
N -1.18 2.65 0.11
C -1.73 3.66 0.82
O -1.26 4.19 1.80
C -3.06 4.12 0.23
S -4.43 3.01 0.73
C -4.21 1.72 -0.41
N -3.29 1.64 -1.34
N -3.46 0.47 -1.98
C -4.48 -0.14 -1.45
C -4.99 -1.49 -1.84
O -5.02 -2.38 -0.75
C -3.84 -2.80 -0.19
C -2.58 -2.44 -0.65
C -1.45 -2.92 -0.02
C -1.56 -3.76 1.08
C -2.82 -4.11 1.54
C -3.97 -3.65 0.92
C -5.33 -4.03 1.41
N -5.00 0.61 -0.43
C -6.12 0.32 0.42
C 0.21 0.80 -0.41
C 1.35 0.06 -0.18
S 1.92 -1.36 -1.02
H 3.35 1.54 -3.29
H 2.84 2.16 -1.72
H 3.87 3.14 -2.76
H 5.71 1.47 -2.50
H 4.68 0.48 -1.49
H 4.49 2.43 0.12
H 5.67 3.30 -0.86
H 7.32 1.40 -0.46
H 6.83 2.27 1.01
H 5.12 0.36 1.20
H 6.49 -2.86 1.11
H 5.33 -1.79 1.96
H 2.71 1.80 2.40
H 0.68 3.15 1.99
H -1.74 2.28 -0.67
H -3.05 4.15 -0.86
H -3.32 5.09 0.65
H -6.02 -1.41 -2.17
H -4.37 -1.87 -2.66
H -2.46 -1.79 -1.51
H -0.47 -2.64 -0.39
H -0.68 -4.13 1.58
H -2.92 -4.77 2.39
H -5.27 -4.82 2.15
H -5.95 -4.36 0.57
H -5.83 -3.16 1.86
H -6.28 -0.75 0.44
H -5.91 0.69 1.42
H -7.02 0.82 0.04
H -0.48 0.52 -1.19
*
```

This record from the Open Molecules 2025 dataset describes a molecular structure, C26H30N9S4Ti at a distorted geometry. The level of theory is the ωB97M-V functional and the def2-TZVPD basis.

Summary:
E ... -3943.5109 Ha
Lowest unoccupied orbital energy ... -0.157 Eh
Orbital gap ... 5.84 eV
Highest occupied orbital energy ... -0.37144 Ha

The geometry in ORCA input format:
```
! wB97M-V def2-TZVPD RIJCOSX def2/J DEFGRID3
* xyz 1 1
Ti 0.65 -0.27 2.24
S -0.21 1.30 0.74
C -0.96 0.51 -0.53
N -1.67 1.14 -1.56
C -2.47 0.32 -2.47
C -1.67 -0.89 -2.91
N -1.28 -1.70 -1.76
C -1.25 -3.15 -1.97
C -0.24 -3.58 -3.01
C 1.14 -3.41 -2.79
C 2.06 -3.83 -3.75
C 1.63 -4.42 -4.93
C 0.27 -4.59 -5.16
C -0.66 -4.18 -4.21
C -0.84 -1.05 -0.60
S -0.21 -1.84 0.74
C -1.70 2.59 -1.79
C -0.95 2.97 -3.05
C -1.61 3.61 -4.11
C -0.91 3.94 -5.27
C 0.44 3.64 -5.39
C 1.11 3.02 -4.34
C 0.42 2.68 -3.18
H -2.78 0.90 -3.34
H -3.37 0.02 -1.92
H -0.76 -0.59 -3.44
H -2.29 -1.49 -3.59
H -2.26 -3.45 -2.27
H -1.05 -3.70 -1.05
H 1.49 -2.96 -1.87
H 3.13 -3.69 -3.57
H 2.35 -4.74 -5.67
H -0.07 -5.06 -6.09
H -1.72 -4.33 -4.40
H -1.27 3.15 -0.95
H -2.75 2.89 -1.86
H -2.66 3.85 -4.03
H -1.43 4.44 -6.09
H 0.98 3.90 -6.30
H 2.17 2.78 -4.43
H 0.96 2.20 -2.36
S 2.54 -0.27 3.71
C 4.08 -0.19 2.91
C 5.27 -0.12 3.70
N 6.26 -0.07 4.32
C 4.08 -0.19 1.57
S 2.53 -0.27 0.77
C 5.26 -0.12 0.77
N 6.25 -0.07 0.15
C -1.92 2.04 6.38
N -0.72 2.07 5.55
C -0.34 3.42 5.13
C -0.47 1.02 4.68
N -0.06 1.13 3.47
N -0.67 -0.24 5.22
C -0.43 -1.48 4.67
N -0.63 -2.51 5.54
N -0.06 -1.66 3.47
H -1.98 2.92 7.03
H -1.93 1.17 7.04
H -2.82 2.02 5.75
H -0.38 4.12 5.98
H -1.01 3.78 4.35
H 0.69 3.44 4.76
H 0.26 2.22 2.91
H -0.57 -0.24 6.22
H -1.50 -2.42 6.05
H -0.61 -3.40 5.06
H 0.24 -2.77 2.95
H -1.11 -0.27 2.24
*
```

Among the records above, which one has the highest lowest unoccupied orbital energy?
C26H30N6O3S3

The lowest lowest unoccupied orbital energy belongs to which entry?
C26H30N9S4Ti